Here is C13H14N4 as an isolated structure in a non-equilibrium geometry from the Open Molecules 2025 dataset. Energies are from the ωB97M-V functional and the def2-TZVPD basis.

LUMO level (eV): -1.09
Orbital gap (eV): 7.26

Last column: Mulliken charge in e.
Geometry (Å):
C  -3.492  2.684  -0.274  -1.345
C  4.161  -1.285  0.089  -0.440
H  3.977  -2.456  0.002  0.185
H  -3.866  -3.042  -0.035  0.386
C  5.973  0.503  0.022  -0.309
H  0.849  1.317  0.061  0.128
H  2.855  1.853  -0.090  0.653
C  3.538  1.169  -0.110  -0.581
C  -3.785  0.894  -0.178  0.575
H  6.284  -1.747  0.040  0.322
C  5.561  -0.933  -0.159  -0.536
H  -2.909  2.579  -0.927  0.596
N  -1.625  0.311  0.157  -1.163
N  -2.887  0.003  0.034  0.787
C  -0.585  -0.368  -0.148  -0.241
H  1.574  -1.652  0.105  0.438
H  -2.512  -2.717  -0.782  0.476
C  0.719  0.152  -0.111  -0.223
N  -4.662  -0.727  -0.047  -0.548
C  -3.401  -1.104  -0.018  1.431
H  7.103  0.788  -0.075  0.298
C  3.181  -0.067  -0.006  0.966
H  -2.846  2.925  0.806  0.202
H  -4.331  3.103  -0.024  0.427
C  1.891  -0.720  -0.041  -0.359
H  -0.736  -1.422  0.126  -0.004
H  -2.382  -2.696  0.957  0.354
C  5.004  1.224  -0.116  -0.287
H  5.245  2.493  0.128  0.081
N  -4.927  0.493  -0.055  -0.607
C  -2.974  -2.478  0.084  -1.660